No. 1
Density functional theory data (ωB97M-V with the def2-TZVPD basis set) for a 3-piece molecular cluster, C34H68FI2NO10PS2 overall.

Results
HOMO level: -11.8 eV
Electronic energy: -108195.0425 eV

The geometry in ORCA input format:
```
! RIJCOSX wB97M-V def2-TZVPD def2/J DEFGRID3
* xyz 1 1
C 5.70 0.66 3.02
C 6.77 0.53 1.94
C 6.39 1.22 0.62
C 5.24 0.54 -0.10
C 4.75 1.34 -1.31
C 4.06 0.48 -2.36
C 3.37 1.32 -3.43
C 1.96 1.74 -3.02
C 0.89 0.64 -3.14
C 0.43 0.08 -1.79
C -0.91 -0.68 -1.86
C -2.00 0.22 -1.30
N -3.41 -0.30 -1.06
I -4.14 -0.76 -3.05
C -4.21 0.93 -0.62
C -5.34 0.77 0.41
C -5.26 1.91 1.43
O -5.18 3.10 0.69
C -4.32 4.08 1.24
O -4.08 4.97 0.22
C -3.47 6.19 0.65
C -2.31 6.54 -0.27
O -1.44 7.47 0.36
P -7.03 0.92 -0.40
O -8.14 0.37 0.40
O -5.32 -0.44 1.16
C -4.94 -1.56 0.47
F -5.84 -1.77 -0.57
C -3.51 -1.52 -0.10
C -3.32 -2.86 -0.86
C -3.05 -4.10 0.01
C -1.58 -4.41 0.30
O -1.45 -4.64 1.69
C -2.49 -1.49 1.07
C -2.25 -0.28 2.00
C -0.76 -0.05 2.24
I -3.16 -0.61 3.92
H 4.97 -0.14 2.89
H 6.12 0.56 4.03
H 5.16 1.60 2.94
H 7.73 0.93 2.30
H 6.94 -0.53 1.73
H 6.12 2.26 0.82
H 7.29 1.25 -0.01
H 4.42 0.42 0.61
H 5.54 -0.47 -0.40
H 4.03 2.09 -0.95
H 5.58 1.89 -1.75
H 4.79 -0.20 -2.82
H 3.33 -0.16 -1.85
H 3.95 2.23 -3.60
H 3.35 0.80 -4.39
H 2.00 2.07 -1.97
H 1.65 2.62 -3.58
H 0.02 1.01 -3.69
H 1.32 -0.20 -3.71
H 1.19 -0.60 -1.41
H 0.37 0.89 -1.06
H -1.11 -0.92 -2.91
H -0.84 -1.62 -1.32
H -1.67 0.67 -0.37
H -2.15 1.04 -2.01
H -3.50 1.67 -0.27
H -4.63 1.36 -1.53
H -4.39 1.77 2.08
H -6.15 1.88 2.07
H -3.39 3.59 1.58
H -4.81 4.56 2.10
H -3.08 6.10 1.67
H -4.22 6.98 0.65
H -2.67 7.03 -1.17
H -1.79 5.62 -0.56
H -0.71 7.00 0.77
H -7.07 2.29 -0.69
H -6.80 0.31 -1.66
H -5.02 -2.40 1.17
H -2.52 -2.77 -1.60
H -4.23 -3.05 -1.43
H -3.48 -4.94 -0.53
H -3.58 -4.06 0.96
H -0.92 -3.59 -0.02
H -1.29 -5.29 -0.28
H -0.51 -4.73 1.92
H -1.52 -1.75 0.64
H -2.76 -2.34 1.70
H -2.68 0.64 1.62
H -0.58 0.95 2.64
H -0.21 -0.13 1.29
H -0.34 -0.77 2.94
C 7.00 5.71 2.96
C 6.00 6.48 3.82
C 4.61 6.26 3.21
S 4.66 4.65 2.39
O 4.49 4.85 0.97
O 3.83 3.71 3.09
C 6.40 4.33 2.73
H 7.98 5.64 3.43
H 7.13 6.22 2.00
H 6.01 6.09 4.84
H 6.23 7.54 3.87
H 3.81 6.23 3.95
H 4.38 6.99 2.44
H 6.83 3.79 1.90
H 6.44 3.72 3.64
C -0.76 -10.03 -2.84
C -2.17 -10.23 -2.27
C -2.55 -8.94 -1.53
S -1.64 -7.62 -2.35
O -0.69 -7.06 -1.41
O -2.55 -6.73 -3.04
C -0.76 -8.66 -3.51
H -0.49 -10.81 -3.55
H -0.02 -10.04 -2.03
H -2.87 -10.41 -3.09
H -2.22 -11.09 -1.60
H -3.61 -8.70 -1.59
H -2.23 -8.95 -0.49
H 0.22 -8.23 -3.67
H -1.34 -8.66 -4.44
*
```

Here are the Mulliken charges for atoms 1 to 4, given in e: C -1.11; C -0.64; C -0.27; C -0.77


No. 2
Density functional theory data (ωB97M-V with the def2-TZVPD basis set) for a 6-piece molecular cluster, C34H68N4O8 overall in a non-equilibrium geometry.

Results
HOMO level: -10.3 eV
Electronic energy: -58670.5973 eV

The geometry in ORCA input format:
```
! RIJCOSX wB97M-V def2-TZVPD def2/J DEFGRID3
* xyz 2 1
C -3.20 -4.45 1.36
C -4.03 -3.60 2.33
O -5.23 -3.74 2.58
N -3.24 -2.49 2.92
H -2.70 -2.87 3.69
H -2.58 -2.31 2.18
C -4.09 -1.25 3.21
H -2.46 -5.06 1.89
H -2.68 -3.93 0.55
H -3.88 -5.15 0.88
H -3.42 -0.42 3.44
H -4.58 -1.35 4.18
H -4.65 -1.07 2.30
C 3.63 -4.44 -0.20
C 2.16 -4.05 0.21
C 1.30 -5.26 0.67
C 1.48 -5.71 2.13
C 1.36 -4.53 3.07
C 2.30 -3.29 2.78
N 2.22 -2.94 1.31
O 2.63 -1.64 0.86
C 3.77 -3.59 3.11
C 1.73 -2.11 3.62
C 1.48 -3.60 -1.06
H 3.81 -4.87 -1.19
H 4.15 -5.11 0.49
H 4.23 -3.54 -0.25
H 1.53 -6.14 0.06
H 0.31 -4.81 0.57
H 2.40 -6.27 2.28
H 0.71 -6.43 2.40
H 1.36 -4.88 4.10
H 0.30 -4.29 2.95
H 4.54 -2.91 2.75
H 4.09 -4.61 2.95
H 3.95 -3.49 4.18
H 1.14 -1.45 2.97
H 2.61 -1.47 3.71
H 1.17 -2.44 4.50
H 1.55 -4.14 -2.00
H 1.97 -2.70 -1.42
H 0.42 -3.40 -0.93
C -3.64 -0.14 -4.62
C -2.97 0.01 -3.30
C -2.08 1.26 -3.21
C -2.75 2.57 -3.14
C -3.51 2.53 -1.74
C -4.55 1.31 -1.68
N -3.98 0.00 -2.23
O -4.88 -1.09 -2.15
C -5.73 1.70 -2.56
C -5.07 1.08 -0.25
C -2.05 -1.21 -3.04
H -3.02 -0.07 -5.51
H -4.38 0.66 -4.68
H -4.24 -1.03 -4.74
H -1.37 1.29 -4.04
H -1.27 1.13 -2.49
H -3.41 2.87 -3.96
H -2.08 3.43 -3.06
H -4.01 3.49 -1.63
H -2.84 2.44 -0.88
H -6.43 0.90 -2.83
H -5.41 2.13 -3.51
H -6.31 2.53 -2.16
H -5.55 2.02 0.04
H -4.22 0.79 0.36
H -5.86 0.33 -0.27
H -1.29 -1.33 -3.82
H -2.57 -2.17 -3.02
H -1.64 -1.25 -2.04
C 4.09 4.81 -3.64
C 3.83 4.73 -2.08
C 2.28 4.93 -1.88
C 1.62 4.47 -0.51
C 2.05 2.94 -0.38
C 3.59 2.62 -0.25
N 4.28 3.36 -1.41
O 5.49 2.82 -1.89
C 3.87 1.11 -0.26
C 4.07 3.16 1.07
C 4.44 5.86 -1.35
H 3.55 3.99 -4.11
H 5.11 4.72 -3.99
H 3.75 5.70 -4.17
H 1.75 4.40 -2.68
H 2.16 6.00 -2.04
H 0.54 4.45 -0.66
H 1.88 5.08 0.35
H 1.51 2.41 -1.17
H 1.43 2.61 0.45
H 3.28 0.58 0.49
H 4.90 0.88 -0.01
H 3.65 0.64 -1.21
H 5.15 3.03 1.15
H 3.63 2.61 1.91
H 3.94 4.22 1.28
H 4.47 5.64 -0.28
H 3.94 6.83 -1.29
H 5.44 6.10 -1.72
C -0.62 2.33 3.30
C -0.95 2.81 4.70
O -2.03 3.50 4.86
O -0.29 2.40 5.67
H -1.15 1.41 3.05
H 0.43 2.10 3.11
H -0.90 3.10 2.58
C -0.27 0.09 0.26
C -1.18 -1.04 0.61
O -0.74 -1.86 1.44
O -2.39 -1.02 0.29
H -0.11 0.58 1.22
H -0.56 0.82 -0.50
H 0.62 -0.31 -0.23
*
```

Here are the Mulliken charges for atoms 1 to 4, given in e: C -0.91; C 0.64; O -0.47; N 0.26


No. 3
Density functional theory data (ωB97M-V with the def2-TZVPD basis set) for C34H69Br6F6N4O10 as an isolated structure in a non-equilibrium geometry.

Results
HOMO level: 1.1 eV
Electronic energy: -499360.3496 eV

The geometry in ORCA input format:
```
! RIJCOSX wB97M-V def2-TZVPD def2/J DEFGRID3
* xyz -3 1
C 2.85 1.88 -1.01
C 3.29 1.42 0.36
N 2.54 0.27 0.87
C 2.75 -1.02 0.43
C 1.73 -1.74 0.91
N 1.02 -1.01 1.84
C 1.55 0.25 1.82
C -0.03 -1.38 2.75
H 2.09 2.66 -1.07
H 2.41 1.05 -1.57
H 3.66 2.17 -1.68
H 3.20 2.27 1.03
H 4.32 1.08 0.28
H 3.49 -1.32 -0.29
H 1.43 -2.76 0.74
H 1.25 1.10 2.41
H -0.76 -2.13 2.45
H -0.55 -0.44 2.93
H 0.38 -1.80 3.67
C -2.99 -5.01 1.02
O -2.47 -4.72 -0.29
O -4.32 -4.69 0.91
C -2.69 -6.49 1.46
F -1.43 -6.61 1.87
F -3.53 -7.03 2.39
F -2.86 -7.31 0.44
C -1.02 -4.76 -0.45
C -0.62 -4.23 -1.85
H 0.43 -4.30 -2.15
H -1.07 -5.01 -2.47
H -1.09 -3.29 -2.11
H -0.54 -5.71 -0.20
H -0.51 -4.14 0.29
H -2.49 -4.38 1.77
C -4.38 3.69 -1.98
O -3.94 3.24 -3.25
O -5.64 3.16 -1.88
C -3.25 3.37 -0.98
F -3.58 3.59 0.32
F -2.92 2.10 -1.06
F -2.11 4.06 -1.19
C -4.00 4.26 -4.30
C -3.48 3.72 -5.63
H -3.65 4.48 -6.40
H -2.40 3.54 -5.64
H -3.87 2.77 -5.99
H -3.54 5.23 -4.07
H -5.03 4.61 -4.43
H -4.39 4.80 -2.02
C 5.37 -5.33 -0.60
C 3.94 -4.89 -0.37
C 2.98 -5.66 -1.28
O 3.63 -5.04 1.00
H 5.70 -5.21 -1.64
H 5.28 -6.42 -0.51
H 6.09 -4.83 0.04
H 3.98 -3.80 -0.43
H 1.97 -5.50 -0.90
H 3.13 -6.74 -1.31
H 2.95 -5.19 -2.27
O -0.19 -4.90 4.17
C 1.02 -5.04 3.66
O 1.66 -6.11 3.56
O 1.89 -4.14 3.47
H -0.41 -5.81 4.38
C 6.42 5.25 1.59
Br 7.50 5.97 0.13
Br 5.99 3.33 1.13
Br 4.89 6.51 1.93
H 7.07 5.12 2.45
C 3.37 6.17 -3.27
Br 1.56 6.12 -3.99
Br 3.16 7.08 -1.47
Br 4.50 7.17 -4.48
H 3.68 5.13 -3.25
C 0.12 1.03 -3.52
C 1.17 1.93 -4.18
C 0.74 2.54 -5.54
C 0.61 1.53 -6.64
C 0.28 2.32 -7.95
C -0.37 1.49 -9.09
H 0.54 0.39 -2.75
H -0.17 0.46 -4.40
H -0.79 1.51 -3.16
H 1.40 2.81 -3.59
H 2.11 1.41 -4.35
H 1.55 3.20 -5.86
H -0.18 3.11 -5.45
H 1.43 0.89 -6.98
H -0.26 0.93 -6.38
H -0.31 3.22 -7.79
H 1.18 2.84 -8.30
H -0.13 1.82 -10.10
H -0.14 0.42 -9.01
H -1.44 1.60 -8.88
C -1.40 4.84 3.77
C -0.47 5.32 2.64
C 0.98 5.23 3.12
O 1.45 3.96 3.55
C 2.82 4.05 3.74
N -0.84 4.51 1.52
H -1.40 3.75 3.87
H -2.38 5.11 3.38
H -1.09 5.24 4.73
H -0.59 6.38 2.39
H 1.11 5.86 4.00
H 1.51 5.63 2.25
H 3.11 4.61 4.63
H 3.32 4.57 2.92
H 3.24 3.05 3.75
H -0.28 4.91 0.77
H -1.78 4.60 1.15
C -5.25 -4.76 7.17
C -4.80 -4.60 5.71
C -3.42 -4.06 5.43
O -3.21 -2.83 6.25
C -1.91 -2.25 5.96
N -5.05 -5.88 5.07
H -4.96 -3.90 7.77
H -4.82 -5.67 7.59
H -6.33 -4.87 7.34
H -5.53 -3.92 5.25
H -3.18 -3.92 4.37
H -2.66 -4.74 5.84
H -1.82 -2.10 4.88
H -1.08 -2.80 6.40
H -1.90 -1.36 6.60
H -4.19 -6.37 5.32
H -4.91 -5.76 4.07
*
```

Here are the Mulliken charges for atoms 1 to 4, given in e: C -0.73; C -0.26; N 0.28; C -1.05


No. 4
Density functional theory data (ωB97M-V with the def2-TZVPD basis set) for a 15-piece molecular cluster, C34H69Cl28N4O overall in a non-equilibrium geometry.

Results
HOMO level: -11.6 eV
Electronic energy: -395009.5935 eV
Energy above the lowest of the compared OMol25 structures with the same formula, charge and spin: 1.0142 eV

The geometry in ORCA input format:
```
! RIJCOSX wB97M-V def2-TZVPD def2/J DEFGRID3
* xyz 1 1
N -1.26 4.62 -0.95
C -2.40 3.91 -1.32
O -2.37 3.06 -2.18
C -3.66 4.29 -0.59
C -3.61 4.04 0.92
C -2.82 2.80 1.33
C -3.57 1.58 2.02
N -3.00 1.44 3.39
C -1.72 1.96 3.10
N -0.59 1.35 3.32
N -1.82 3.19 2.41
H -0.43 4.08 -1.18
H -1.23 4.82 0.05
H -4.52 3.77 -1.01
H -3.82 5.36 -0.74
H -4.64 3.88 1.24
H -3.25 4.92 1.46
H -2.21 2.34 0.55
H -4.65 1.54 1.95
H -3.17 0.72 1.49
H -3.49 1.92 4.13
H 0.05 1.16 2.52
H -0.33 0.99 4.23
H -2.43 3.68 3.08
Cl -5.13 0.93 -0.68
C -4.59 0.14 -2.21
C -4.67 1.08 -3.38
Cl -6.36 1.47 -3.80
H -5.21 -0.74 -2.35
H -3.56 -0.18 -2.05
H -4.22 0.59 -4.25
H -4.14 2.01 -3.19
Cl 4.06 -1.52 2.97
C 4.22 0.25 3.01
C 2.88 0.93 3.13
Cl 1.91 0.72 1.64
H 4.75 0.56 2.12
H 4.83 0.50 3.88
H 3.02 2.01 3.27
H 2.31 0.53 3.97
Cl 7.18 -3.83 0.12
C 5.44 -3.48 0.28
C 4.58 -4.61 -0.22
Cl 4.70 -4.80 -1.99
H 5.24 -2.55 -0.25
H 5.26 -3.31 1.34
H 3.54 -4.40 0.02
H 4.87 -5.55 0.24
Cl -4.99 -4.01 0.11
C -6.23 -4.43 -1.11
C -5.63 -4.59 -2.49
Cl -5.04 -3.02 -3.13
H -6.98 -3.64 -1.09
H -6.68 -5.37 -0.81
H -6.39 -4.95 -3.18
H -4.80 -5.28 -2.48
Cl 6.54 -5.05 3.46
C 8.23 -5.45 3.06
C 8.67 -6.74 3.69
Cl 8.79 -6.64 5.47
H 8.85 -4.61 3.38
H 8.29 -5.53 1.98
H 9.66 -7.00 3.31
H 7.98 -7.55 3.45
Cl -3.93 -7.71 -2.38
C -4.87 -9.23 -2.37
C -6.25 -9.04 -2.93
Cl -7.29 -8.04 -1.88
H -4.90 -9.59 -1.34
H -4.32 -9.94 -2.98
H -6.74 -10.01 -3.02
H -6.22 -8.58 -3.91
Cl -8.70 -1.63 0.12
C -8.49 0.12 -0.11
C -9.81 0.84 -0.22
Cl -10.68 0.43 -1.72
H -7.89 0.28 -1.00
H -7.94 0.49 0.75
H -9.64 1.92 -0.23
H -10.46 0.60 0.62
Cl 9.21 -6.77 -0.43
C 7.98 -6.90 -1.71
C 8.55 -6.65 -3.08
Cl 9.07 -4.96 -3.30
H 7.19 -6.18 -1.48
H 7.56 -7.90 -1.66
H 7.79 -6.85 -3.83
H 9.41 -7.29 -3.27
Cl 10.52 -2.29 5.86
C 11.08 -3.84 6.55
C 11.90 -3.64 7.79
Cl 13.47 -2.86 7.45
H 11.65 -4.36 5.78
H 10.19 -4.43 6.78
H 12.12 -4.61 8.25
H 11.38 -3.02 8.52
Cl -5.52 7.31 -1.54
C -6.71 6.70 -2.73
C -7.71 5.78 -2.10
Cl -6.92 4.28 -1.53
H -6.15 6.20 -3.52
H -7.22 7.56 -3.16
H -8.47 5.50 -2.83
H -8.20 6.24 -1.24
Cl 3.72 -0.50 -3.06
C 4.81 0.88 -2.79
C 5.98 0.50 -1.93
Cl 5.48 0.13 -0.25
H 4.23 1.68 -2.34
H 5.16 1.21 -3.76
H 6.69 1.33 -1.88
H 6.50 -0.37 -2.31
Cl -2.43 10.58 2.65
C -3.57 10.00 1.41
C -4.61 9.07 1.98
Cl -3.89 7.52 2.51
H -2.99 9.51 0.63
H -4.06 10.87 0.99
H -5.35 8.83 1.22
H -5.11 9.51 2.83
Cl 7.01 1.93 2.89
C 8.64 1.54 2.26
C 9.15 0.24 2.82
Cl 9.50 0.35 4.56
H 9.29 2.37 2.50
H 8.55 1.46 1.18
H 10.09 -0.03 2.32
H 8.44 -0.57 2.67
Cl -8.82 6.69 -6.50
C -7.33 6.85 -7.48
C -6.47 5.62 -7.40
Cl -5.79 5.39 -5.77
H -6.79 7.73 -7.12
H -7.64 7.02 -8.50
H -5.64 5.70 -8.09
H -7.04 4.72 -7.64
*
```

Here are the Mulliken charges for atoms 1 to 4, given in e: N -0.52; C -0.04; O -0.61; C 1.36